(1)
19
Properties=species:S:1:pos:R:3 method="wB97M-V/def2-TZVPD" spin_multiplicity=2 homo_ev="1.0 / -3.9" lumo_ev="3.80 / 3.78" de_lowest_ev=1.901 charge=-1
C -0.432 1.749 2.207
C 0.144 0.645 1.389
C -0.250 0.292 0.117
C 0.703 -0.436 -0.788
C 0.975 -1.733 -0.702
C 1.914 -2.463 -1.645
H -0.291 2.688 1.589
H -0.012 1.938 3.183
H -1.524 1.725 2.185
H 1.108 0.239 1.652
H -1.204 0.335 -0.381
H 1.265 0.177 -1.485
H 0.463 -2.396 -0.011
H 1.931 -2.044 -2.647
H 2.936 -2.536 -1.263
H 1.563 -3.495 -1.772
H -2.426 1.507 -0.211
H -3.529 1.963 -1.176
O -3.336 1.845 -0.242


(2)
58
Properties=species:S:1:pos:R:3 method="wB97M-V/def2-TZVPD" smiles="COc1ccccc1N1CCN(CCNC(=O)Nc2cccc(C)c2C)CC1" homo_ev=-7.9 lumo_ev=0.69 de_lowest_ev=2.208
C 0.692 0.170 4.281
O 1.074 0.685 3.031
C 1.572 1.963 2.965
C 1.616 2.820 4.056
C 2.057 4.126 3.920
C 2.464 4.592 2.685
C 2.452 3.737 1.600
C 2.024 2.417 1.708
N 2.097 1.624 0.553
C 1.168 1.936 -0.512
C 1.701 1.386 -1.832
N 1.868 -0.051 -1.716
C 2.209 -0.696 -2.973
C 1.001 -0.738 -3.922
N -0.187 -1.185 -3.238
C -0.527 -2.503 -3.228
O -0.115 -3.314 -4.035
N -1.478 -2.866 -2.301
C -1.963 -2.160 -1.190
C -1.084 -1.484 -0.347
C -1.566 -0.827 0.768
C -2.916 -0.866 1.062
C -3.806 -1.550 0.243
C -5.261 -1.589 0.604
C -3.334 -2.189 -0.905
C -4.269 -2.910 -1.833
C 2.833 -0.327 -0.667
C 2.304 0.198 0.667
H 0.380 -0.857 4.090
H -0.149 0.726 4.708
H 1.525 0.168 4.991
H 1.282 2.483 5.025
H 2.071 4.773 4.784
H 2.803 5.610 2.569
H 2.795 4.082 0.636
H 1.045 3.018 -0.580
H 0.180 1.484 -0.314
H 0.986 1.608 -2.626
H 2.659 1.881 -2.073
H 3.058 -0.206 -3.480
H 2.496 -1.725 -2.745
H 0.806 0.246 -4.355
H 1.199 -1.446 -4.729
H -0.463 -0.623 -2.448
H -1.877 -3.778 -2.472
H -0.025 -1.494 -0.558
H -0.887 -0.300 1.422
H -3.287 -0.365 1.945
H -5.625 -2.614 0.635
H -5.422 -1.135 1.579
H -5.856 -1.041 -0.127
H -5.258 -2.464 -1.814
H -4.367 -3.958 -1.542
H -3.897 -2.872 -2.855
H 2.978 -1.408 -0.594
H 3.809 0.142 -0.884
H 3.038 0.010 1.451
H 1.379 -0.340 0.913


(3)
46
Properties=species:S:1:pos:R:3 method="wB97M-V/def2-TZVPD" homo_ev=-1.9 lumo_ev=3.19 charge=-1
C -0.669 2.724 0.192
C -1.322 1.904 -0.896
C -1.971 2.559 -1.915
C -2.623 1.886 -2.909
C -2.636 0.517 -2.896
C -1.961 -0.135 -1.901
C -1.295 0.515 -0.888
C -0.615 -0.364 0.181
N 0.644 0.099 0.693
C 1.571 0.428 -0.358
C 1.750 -0.638 -1.457
C 2.734 -0.226 -2.579
C 2.102 0.848 -3.495
C 4.050 0.348 -2.047
H -0.490 2.145 1.093
H -1.239 3.640 0.384
H 0.306 3.053 -0.178
H -1.968 3.644 -1.933
H -3.140 2.439 -3.686
H -3.153 -0.085 -3.634
H -1.968 -1.221 -1.891
H -1.306 -0.373 1.044
H -0.591 -1.413 -0.200
H 2.549 0.553 0.124
H 1.367 1.392 -0.882
H 0.815 -0.850 -1.982
H 2.104 -1.593 -1.052
H 2.989 -1.085 -3.211
H 2.610 0.844 -4.466
H 2.302 1.836 -3.076
H 1.032 0.701 -3.640
H 4.559 -0.320 -1.348
H 3.835 1.261 -1.489
H 4.738 0.626 -2.852
C -2.122 -2.497 3.380
C -1.061 -1.541 3.919
C -0.312 -2.105 5.130
C -1.230 -2.373 6.245
N -1.961 -2.581 7.121
H -2.904 -2.694 4.118
H -2.603 -2.066 2.502
H -1.677 -3.452 3.089
H -1.538 -0.596 4.186
H -0.339 -1.323 3.126
H 0.443 -1.394 5.469
H 0.194 -3.035 4.866


(4)
51
Properties=species:S:1:pos:R:3 method="wB97M-V/def2-TZVPD" homo_ev=-13.1 lumo_ev=-2.72 de_lowest_ev=3.020 charge=+1
C 0.016 2.683 2.735
C 1.023 1.903 1.898
C 1.628 2.783 0.814
C 2.296 2.057 -0.284
N 2.484 2.487 -1.555
O 2.645 0.938 0.122
N 0.225 0.683 1.236
H 0.426 3.733 3.012
H -0.294 2.219 3.673
H -0.827 2.991 2.121
H 1.815 1.338 2.432
H 0.717 3.386 0.377
H 2.249 3.616 1.341
H 1.988 3.298 -1.938
H 2.808 1.858 -2.261
H 0.854 0.212 0.530
H -0.560 1.055 0.706
H -0.142 0.062 2.020
H -1.374 -1.354 -0.027
H -0.192 -2.057 -0.757
O -0.786 -1.336 -0.832
H -1.760 -2.879 -2.046
H -1.711 -2.994 -3.514
O -1.128 -2.712 -2.767
H -0.304 0.307 -1.340
H -0.417 1.668 -2.009
O -0.070 1.293 -1.190
H -3.215 1.072 -3.312
H -1.907 0.591 -2.926
O -2.586 1.258 -2.593
H -3.600 -1.110 -1.708
H -3.174 0.233 -1.271
O -3.178 -0.689 -0.954
H 3.666 -0.605 -0.403
H 2.692 -1.425 -1.048
O 3.384 -1.588 -0.375
H -1.424 -0.127 3.108
H -1.649 0.565 4.589
O -1.394 0.698 3.687
H -0.529 -1.090 -3.298
H -0.344 0.065 -4.437
O -0.475 -0.196 -3.505
H -2.121 -2.149 2.160
H -0.533 -2.150 2.304
O -1.392 -1.591 2.316
H 2.340 -1.893 1.098
H 2.247 -1.717 2.518
O 1.633 -1.603 1.780
H 0.687 -4.447 -0.467
H -0.814 -4.766 -0.028
O 0.080 -4.577 0.266


(5)
9
Properties=species:S:1:pos:R:3 method="wB97M-V/def2-TZVPD" homo_ev=-5.1 lumo_ev=2.06 de_lowest_ev=0.000 charge=-1
C 0.992 0.114 0.581
C -2.457 0.632 -0.800
N 1.044 -0.662 -0.483
N 2.135 0.518 1.056
N 2.366 -0.891 -0.569
N 2.983 -0.141 0.354
Br -0.690 0.698 1.202
Br -2.265 -1.133 -1.401
Br -4.107 0.866 0.058


(6)
14
Properties=species:S:1:pos:R:3 method="wB97M-V/def2-TZVPD" homo_ev="-14.6 / -14.8" lumo_ev="-4.99 / -7.83" de_lowest_ev=7.765 charge=+1
C 2.051 -1.028 -0.884
C 1.205 -0.351 -0.079
C 1.458 0.737 0.961
N -0.030 -0.871 -0.117
N -2.194 -0.985 0.661
N -1.114 -0.813 0.306
N -3.281 0.869 -0.731
H 1.808 -1.966 -1.339
H 3.080 -0.645 -1.206
H 1.391 1.636 0.453
H 0.968 0.430 1.873
H 2.409 0.796 1.425
H -3.572 1.787 -0.380
H -4.179 0.403 -0.944